Entry 1:
{"formula": "C16H12Cl5F6LuN3O8S2", "method": "the ωB97M-V functional and the def2-TZVPD basis", "symbols": ["H", "S", "Cl", "F", "H", "O", "H", "O", "C", "H", "F", "Cl", "C", "O", "F", "C", "H", "S", "C", "O", "C", "C", "C", "C", "O", "C", "F", "Cl", "C", "Cl", "C", "H", "F", "H", "C", "H", "C", "N", "C", "H", "O", "C", "N", "N", "Lu", "H", "O", "H", "F", "O", "Cl", "C", "H"], "xyz": [[0.346845, 2.610469, -4.588853], [1.632735, -2.735712, -2.551509], [-3.391333, 3.214810, -3.150129], [3.604778, -3.048241, -4.206426], [-0.236709, 0.382063, 4.580563], [1.757774, 0.423933, -2.586869], [0.879307, -1.371985, 3.278565], [-0.094318, 1.388604, 0.193937], [3.103521, -0.752361, 0.582378], [-1.631484, -0.640986, 4.851846], [3.084730, -0.570697, 1.904275], [-2.328939, 5.781334, 1.541597], [-1.676291, 2.298205, -1.307349], [0.681900, -1.522315, 0.162823], [4.347943, -1.003386, 0.186834], [0.019364, -1.655855, 3.886073], [-0.655410, 0.604062, 2.230281], [2.000261, -2.178930, 0.197666], [-2.558104, 3.315253, -1.625627], [1.453969, -4.039921, -3.101273], [-2.079563, 4.455081, 0.444580], [-2.137876, -2.291321, 2.732210], [-0.953249, 2.367838, -0.077017], [-1.984171, -0.969635, 0.748270], [0.413441, -1.925814, -2.473526], [-0.836798, -0.413402, 4.134818], [2.342012, -1.363753, -4.689422], [-0.314856, 0.335929, -4.755935], [0.857667, 1.671703, -4.413111], [-0.247110, 3.502291, 2.254847], [-2.767300, 4.394678, -0.752044], [-0.891381, -3.656137, 3.809305], [2.661726, 0.354345, 0.006988], [-2.189100, 0.888330, 3.038234], [-0.767157, -2.779639, 3.168253], [0.416329, -2.022394, 4.833280], [-1.423995, 0.135962, 2.841417], [-2.012691, -0.951401, -0.412238], [1.342008, 1.603510, -2.965446], [1.689455, 1.526896, -5.098256], [2.238742, -3.104127, 1.258020], [-1.171834, 3.437802, 0.774196], [2.450514, -2.732165, -1.189356], [-2.019223, -0.981435, 2.065159], [0.060072, 0.063981, -1.413499], [-2.805021, -2.159879, 3.585518], [-1.450372, 1.249925, -2.089353], [-2.623240, -2.984272, 2.048378], [3.809364, -1.236579, -3.084683], [1.223831, 2.554138, -2.213856], [-3.893736, 5.645667, -1.184794], [2.936781, -2.010232, -3.699119], [-0.213806, -3.104235, 2.289380]], "forces_ev_per_a": [[-0.0168, 0.0166, -0.0310], [-0.3086, -0.0848, 0.5632], [0.1084, 0.0317, 0.2208], [0.0504, 0.0185, -0.0758], [0.0030, -0.0319, 0.0218], [0.3890, 0.7586, -0.7013], [0.0146, -0.0018, -0.0350], [-0.3949, 0.6607, 0.4037], [0.1467, -0.0977, 0.0779], [-0.0014, 0.0170, -0.0212], [0.1252, 0.0019, -0.0184], [0.0213, -0.1358, -0.1171], [0.0392, -0.2707, -0.0713], [0.8617, -0.4372, 0.4223], [0.0195, 0.1008, 0.0768], [-0.0244, -0.0121, -0.0335], [0.0755, -0.0029, -0.0381], [-0.6361, -0.0300, -0.2172], [-0.1661, 0.1201, -0.1273], [-0.0306, 0.0267, 0.2058], [0.0219, 0.0966, 0.1497], [0.0176, 0.2583, -0.0315], [0.2473, -0.2380, 0.1727], [-0.2631, 0.1647, 0.2104], [0.8408, -0.6843, -0.5326], [0.0127, 0.0393, 0.0393], [0.1019, 0.0205, -0.1060], [0.3152, 0.3430, -0.0616], [-0.0712, -0.1324, -0.1052], [-0.1810, 0.0102, -0.2221], [-0.1230, 0.0555, -0.1373], [0.0106, 0.0321, 0.0248], [0.1344, 0.0031, -0.0871], [-0.0449, 0.0054, 0.0254], [0.0430, 0.0098, 0.0755], [0.0275, 0.0176, 0.0096], [-0.0745, -0.1282, -0.1053], [0.0925, -0.1873, 0.1611], [0.3450, -0.1747, -0.3702], [0.0128, 0.0616, -0.0148], [-0.0816, 0.0110, -0.0698], [0.0840, 0.1221, 0.1859], [-0.1158, 0.0415, -0.1112], [-0.0728, -0.2794, -0.2505], [-0.7917, -1.4898, 0.9127], [-0.0227, -0.0187, 0.0160], [-0.7653, 1.2514, -0.0866], [0.0214, 0.0049, -0.0602], [-0.0359, 0.1340, 0.0372], [0.1615, 0.2473, -0.2533], [0.1035, -0.1083, 0.0526], [-0.2542, -0.0839, 0.0587], [0.0287, -0.0526, -0.0316]], "energy_ha": -6315.4608, "charge": -1, "fmax_ev_per_a": 1.9, "orbital_gap_ha": 0.27092}

***

Entry 2:
{"formula": "C16H12F6IN3O6PdS2", "method": "the ωB97M-V functional and the def2-TZVPD basis", "symbols": ["C", "C", "H", "H", "H", "S", "C", "Pd", "O", "C", "C", "O", "H", "C", "O", "C", "H", "H", "I", "F", "O", "C", "F", "H", "O", "C", "C", "C", "H", "C", "H", "F", "F", "C", "F", "H", "F", "C", "O", "H", "N", "S", "H", "N", "C", "C", "N"], "xyz": [[3.410781, 1.995192, -2.647367], [-3.403147, 3.923658, 0.793624], [5.515610, 1.677049, -2.957761], [3.266678, -1.660307, -1.530671], [-4.690869, -2.466044, 0.618118], [0.003093, 1.930024, 1.273000], [-1.547730, -1.860382, -0.617454], [-0.805486, 0.964525, -0.691882], [1.838158, -3.366052, 2.103622], [0.915678, -1.463825, -0.558673], [1.281205, -3.974037, 0.928745], [-2.620326, 2.825749, -1.314251], [-3.976873, -0.912427, 0.082466], [-0.073795, -3.437980, 0.559975], [-0.448545, 0.685027, 1.855670], [-4.010500, -1.989667, -0.085683], [-1.116652, -5.007226, 1.567010], [1.846804, -1.697321, -0.026937], [0.496711, 2.710059, -2.452425], [1.179194, 2.154969, 3.679804], [-1.807561, -0.980378, -1.474783], [2.107149, 0.134539, -1.753241], [-4.704317, 3.809780, 0.436588], [1.536093, -2.451210, 2.123862], [-3.102134, 1.391942, 0.694090], [3.305678, -0.614496, -1.806959], [-2.629146, -2.544413, 0.083640], [4.577187, 1.243957, -2.632907], [3.427211, 3.022643, -2.985872], [-1.193205, -4.084537, 0.997964], [-4.365239, -2.145637, -1.107900], [-3.378417, 3.979710, 2.140795], [1.052390, 4.036582, 2.608577], [-0.211838, -2.269523, -0.242655], [-2.984978, 5.128426, 0.342103], [5.392503, -0.706851, -2.227079], [-0.708388, 3.209641, 3.570818], [2.204906, 1.453418, -2.238257], [1.332801, 2.002720, 0.699748], [1.976925, -3.853874, 0.089104], [-1.060910, 3.009225, 0.790139], [-2.392697, 2.491490, 0.079418], [1.206022, -5.039783, 1.153554], [0.918771, -0.441630, -1.362036], [4.508640, -0.078694, -2.222725], [0.388622, 2.885029, 2.858773], [-2.456056, -3.619059, 0.806312]], "forces_ev_per_a": [[0.0302, -0.0175, -0.0021], [0.1384, -0.1649, 0.0008], [-0.0195, 0.0246, 0.0034], [0.0022, -0.0034, -0.0015], [0.0198, -0.0470, 0.0024], [1.0387, 0.6479, 1.3282], [0.4398, -0.1820, -0.2059], [-0.2737, -0.6278, -0.7499], [0.0190, -0.0218, -0.1233], [0.3520, 0.2911, -0.1933], [-0.0025, 0.0452, 0.0931], [0.0117, 0.2327, -0.3663], [-0.0772, 0.0549, -0.0368], [0.0598, 0.0460, -0.0183], [-0.1846, -0.3633, 0.2824], [0.1461, 0.0701, -0.0180], [0.0720, 0.0361, -0.0019], [-0.0025, -0.1099, -0.0748], [0.6738, -0.3068, -0.1843], [-0.0516, 0.0810, -0.1282], [-0.2425, -0.2269, 0.2042], [0.8375, -0.0035, -0.0830], [0.1259, 0.0294, 0.0308], [-0.0591, 0.0431, 0.0470], [-0.2633, -0.3322, 0.1170], [-0.2674, 0.0061, 0.0828], [-0.1437, -0.3184, 0.0537], [0.0571, -0.0443, -0.0023], [0.0243, -0.0064, -0.0128], [0.0513, -0.1052, 0.0672], [-0.0021, 0.0397, -0.0061], [-0.0335, 0.0018, -0.1767], [-0.1295, -0.1273, 0.0868], [-0.5695, 0.1188, 0.1431], [-0.0702, -0.1164, 0.0870], [0.0094, 0.0216, -0.0244], [0.1641, -0.0783, -0.0597], [-0.6087, 0.3238, -0.0590], [0.2587, 0.0800, -0.0706], [0.0066, -0.0596, 0.0518], [0.1655, 0.1536, -0.0897], [-1.2531, 0.9538, 0.3597], [-0.0066, 0.0068, -0.0025], [-0.2926, -0.2386, -0.1406], [0.0359, 0.0440, 0.0121], [-0.0935, -0.0202, -0.1352], [-0.0932, 0.1697, -0.0862]], "energy_ha": -3053.7667, "charge": -2, "fmax_ev_per_a": 1.8, "orbital_gap_ha": 0.21554}

***

Entry 3:
{"formula": "C16H13BrN2O", "method": "the ωB97M-V functional and the def2-TZVPD basis", "symbols": ["H", "C", "C", "C", "C", "C", "H", "O", "C", "N", "C", "H", "H", "C", "C", "C", "C", "H", "H", "C", "C", "Br", "H", "H", "N", "H", "H", "H", "H", "H", "C", "C", "C"], "xyz": [[2.687638, -1.253630, -0.245588], [-0.699901, -2.910901, -1.010289], [1.463868, 2.740634, 0.655222], [-1.792349, 2.006567, 0.767600], [1.579837, -2.479085, -1.610819], [-2.144264, 0.532476, -1.558088], [-0.021481, 0.329469, -1.573980], [3.444467, 0.457574, 2.287798], [-0.544390, -2.142923, 0.130769], [1.351407, 0.636294, 1.307111], [1.737027, -1.716667, -0.467691], [-1.375741, -2.009909, 0.808748], [-0.097547, -0.584187, 2.170921], [-0.687763, 1.465606, 0.117664], [-0.874213, 0.736317, -1.052973], [-3.230861, 1.066634, -0.886909], [0.673311, -1.538600, 0.408640], [-1.651864, 2.579868, 1.671690], [0.237166, -3.670351, -2.778302], [0.359833, -3.075535, -1.885362], [-3.067369, 1.809606, 0.269768], [-4.985432, 0.776104, -1.570276], [-2.287899, -0.037475, -2.462812], [1.298232, 3.714366, 0.244354], [2.646947, 2.393032, 1.279033], [3.440146, 2.992613, 1.422475], [1.601576, -1.118784, 2.297631], [-1.651566, -3.377384, -1.217881], [-3.925452, 2.224440, 0.775993], [2.410803, -2.610849, -2.288078], [0.851473, -0.676930, 1.631385], [0.661909, 1.654680, 0.664417], [2.592451, 1.086931, 1.697829]], "forces_ev_per_a": [[0.1251, 0.0675, 0.0144], [-0.0601, -0.0733, -0.0266], [-0.4886, -0.2195, -0.1522], [0.0921, -0.0854, -0.0492], [0.0932, 0.0368, -0.0398], [-0.1318, 0.0168, -0.0575], [0.0923, -0.0695, -0.0360], [0.4828, -0.3632, 0.3132], [0.1643, -0.0646, 0.1337], [0.1468, 0.1545, 0.0349], [-0.0474, 0.0020, 0.0648], [-0.0954, 0.0632, 0.0577], [0.1274, -0.0377, -0.0257], [-0.0743, 0.0838, -0.0494], [-0.0901, 0.1602, 0.0272], [-0.1705, -0.0133, -0.0444], [-0.0421, -0.1312, 0.0197], [0.0349, 0.0382, 0.0862], [-0.0114, -0.0508, -0.0738], [-0.0738, -0.0458, -0.0851], [-0.2016, -0.0339, -0.0870], [0.2040, 0.0332, 0.0785], [-0.0223, -0.0394, -0.0662], [-0.0857, 0.1466, -0.1101], [0.0299, 0.0688, 0.0175], [-0.0137, -0.1768, 0.0577], [-0.1709, 0.0982, -0.0315], [-0.0868, -0.0341, -0.0273], [-0.0607, 0.0241, 0.0193], [0.0707, -0.0160, -0.0515], [0.0266, -0.2056, 0.1680], [0.0609, 0.6873, -0.1736], [0.1764, -0.0209, 0.0938]], "energy_ha": -3376.3129, "charge": 0, "fmax_ev_per_a": 0.7, "orbital_gap_ha": 0.31857}

***

Which formula does entry 1 have? C16H12Cl5F6LuN3O8S2

***

The highest charge belongs to which entry? C16H13BrN2O

***

Which of these has the highest charge? C16H13BrN2O

***

Which of these has the lowest charge? C16H12F6IN3O6PdS2